[1]
{"formula": "C4H7NOS", "method": "ωB97M-V with the def2-TZVPD basis set", "homo_lumo_gap_ev": 8.70, "homo_energy_ha": -0.2984, "largest_force_ev_per_a": 4.750, "relative_energy_kj_mol": 298.77, "symbols": ["C", "C", "C", "C", "N", "O", "S", "H", "H", "H", "H", "H", "H", "H"], "positions_angstrom": [[-2.167, 1.051, 1.036], [-0.910, 0.532, 1.288], [1.210, -1.019, -1.575], [0.843, 0.045, -0.514], [-0.570, -0.029, -0.081], [-0.033, 0.453, 2.308], [-1.995, 0.633, -0.738], [-2.897, 1.608, 1.494], [0.967, -0.897, -2.582], [0.999, -2.078, -1.418], [2.314, -0.933, -1.587], [1.196, 0.980, -0.980], [1.376, -0.067, 0.411], [-0.332, -0.278, 2.937]], "lowdin_charge": [-0.248, -0.484, -0.094, -0.249, -0.410, 0.037, 0.864, 0.023, 0.038, 0.072, 0.076, 0.116, 0.099, 0.158]}


[2]
{"formula": "C35H92NO19Y", "method": "ωB97M-V with the def2-TZVPD basis set", "homo_lumo_gap_ev": 4.53, "homo_energy_ha": -0.4318, "largest_force_ev_per_a": 5.857, "total_charge": 2, "symbols": ["Y", "C", "C", "C", "C", "C", "C", "N", "O", "C", "C", "C", "H", "H", "H", "H", "H", "H", "H", "H", "H", "H", "H", "H", "H", "H", "H", "H", "H", "H", "C", "C", "C", "O", "H", "H", "H", "H", "H", "H", "H", "H", "C", "C", "C", "O", "H", "H", "H", "H", "H", "H", "H", "H", "C", "C", "C", "O", "H", "H", "H", "H", "H", "H", "H", "H", "C", "C", "C", "O", "H", "H", "H", "H", "H", "H", "H", "H", "C", "C", "O", "O", "H", "H", "H", "H", "H", "H", "C", "C", "O", "O", "H", "H", "H", "H", "H", "H", "C", "C", "O", "O", "H", "H", "H", "H", "H", "H", "C", "C", "O", "O", "H", "H", "H", "H", "H", "H", "C", "C", "O", "O", "H", "H", "H", "H", "H", "H", "C", "C", "O", "O", "H", "H", "H", "H", "H", "H", "C", "C", "O", "O", "H", "H", "H", "H", "H", "H"], "positions_angstrom": [[2.829, 0.367, 4.383], [1.744, -2.077, -0.225], [1.630, -0.562, -0.401], [0.920, -0.195, -1.678], [-0.578, -0.367, -1.515], [-1.138, 0.444, -0.346], [-0.492, -0.017, 1.036], [0.997, 0.040, 0.836], [1.749, -0.114, 2.166], [-1.053, -1.484, 1.375], [-0.968, 1.153, 2.030], [2.973, 0.168, -0.623], [2.331, -2.453, -1.063], [0.815, -2.641, -0.135], [2.426, -2.342, 0.583], [1.137, -1.026, -2.349], [1.174, 0.754, -2.150], [-0.986, -1.376, -1.572], [-1.022, -0.077, -2.468], [-2.217, 0.323, -0.246], [-0.925, 1.469, -0.650], [-1.483, -1.980, 0.506], [-1.761, -1.565, 2.199], [-0.225, -2.134, 1.656], [-0.859, 0.876, 3.079], [-1.984, 1.465, 1.789], [-0.308, 1.991, 1.809], [3.550, -0.283, -1.431], [3.546, 0.126, 0.303], [2.825, 1.204, -0.930], [4.031, -0.809, -4.733], [4.167, 0.374, -5.715], [4.309, 1.782, -5.099], [5.330, -0.015, -6.361], [4.793, -0.775, -3.954], [3.882, -1.774, -5.219], [3.065, -0.912, -4.239], [3.333, 0.328, -6.415], [5.019, 1.851, -4.275], [3.384, 2.145, -4.651], [4.598, 2.514, -5.853], [5.583, 0.709, -6.938], [-1.342, 1.864, -6.159], [-2.386, 2.838, -5.646], [-3.893, 2.534, -5.858], [-2.177, 3.041, -4.296], [-1.429, 0.806, -5.912], [-0.308, 2.208, -6.186], [-1.514, 1.956, -7.231], [-2.258, 3.763, -6.207], [-4.297, 1.646, -5.373], [-4.065, 2.487, -6.933], [-4.591, 3.300, -5.520], [-2.050, 2.164, -3.927], [4.169, -6.489, -2.573], [3.562, -5.138, -2.762], [4.604, -4.024, -2.823], [2.845, -5.303, -3.995], [4.736, -6.380, -1.648], [4.770, -6.688, -3.461], [3.392, -7.249, -2.504], [2.829, -5.034, -1.962], [5.109, -3.871, -1.869], [4.081, -3.153, -3.218], [5.390, -4.184, -3.562], [3.466, -5.350, -4.726], [-5.205, -0.053, 1.415], [-4.739, -1.253, 0.563], [-4.684, -2.621, 1.375], [-5.784, -1.302, -0.378], [-5.880, -0.385, 2.204], [-5.792, 0.630, 0.801], [-4.354, 0.562, 1.709], [-3.736, -1.026, 0.204], [-3.838, -2.959, 1.975], [-4.852, -3.451, 0.689], [-5.610, -2.573, 1.947], [-6.664, -1.171, -0.018], [-3.491, 1.130, 5.093], [-4.337, 2.368, 4.499], [-5.669, 2.052, 4.152], [-2.199, 1.573, 5.481], [-3.252, 0.329, 4.394], [-3.932, 0.662, 5.973], [-3.883, 2.844, 3.629], [-4.567, 2.965, 5.381], [-5.939, 2.745, 3.545], [-2.351, 2.273, 6.121], [-0.478, 5.105, 4.400], [-0.720, 5.956, 3.186], [-2.051, 5.676, 2.643], [-0.216, 3.694, 4.197], [-1.402, 5.295, 4.947], [0.297, 5.670, 4.920], [0.115, 5.819, 2.499], [-0.700, 7.002, 3.492], [-2.253, 6.523, 2.239], [-1.024, 3.182, 4.120], [-2.256, 4.802, -0.941], [-3.662, 4.228, -0.943], [-3.801, 3.509, 0.323], [-2.199, 5.952, -0.111], [-2.016, 5.016, -1.982], [-1.526, 4.067, -0.601], [-3.597, 3.447, -1.700], [-4.363, 5.059, -1.027], [-4.208, 4.044, 1.008], [-1.853, 5.728, 0.755], [0.322, -3.724, -4.497], [-0.756, -2.739, -4.775], [-0.944, -2.651, -6.163], [1.596, -3.203, -5.002], [-0.133, -4.567, -5.018], [0.280, -3.986, -3.440], [-0.678, -1.737, -4.352], [-1.579, -3.187, -4.219], [-0.048, -2.531, -6.486], [2.252, -3.719, -4.527], [-0.055, -0.860, 5.093], [0.998, -1.784, 5.566], [2.095, -1.760, 4.720], [0.554, 0.403, 5.130], [-0.970, -0.851, 5.685], [-0.274, -1.216, 4.086], [0.510, -2.745, 5.404], [1.229, -1.816, 6.631], [2.404, -2.660, 4.594], [-0.182, 0.988, 4.938], [1.914, -4.367, 3.104], [0.825, -5.383, 3.573], [-0.064, -4.924, 4.489], [2.863, -4.196, 4.047], [1.506, -3.374, 2.915], [2.323, -4.694, 2.148], [1.324, -6.254, 3.996], [0.201, -5.680, 2.730], [0.305, -5.125, 5.352], [3.464, -4.936, 3.929], [2.755, 3.431, 3.385], [3.834, 2.850, 2.415], [4.462, 1.728, 3.020], [1.987, 2.420, 3.944], [1.962, 4.015, 2.919], [3.187, 4.138, 4.094], [4.436, 3.697, 2.086], [3.460, 2.466, 1.466], [5.329, 1.627, 2.621], [1.193, 2.947, 4.056]], "lowdin_charge": [1.943, -0.022, -0.490, -0.141, -0.194, -0.118, -0.387, -0.070, -0.349, -0.014, -0.006, -0.035, 0.072, 0.079, 0.069, 0.115, 0.128, 0.108, 0.101, 0.100, 0.115, 0.070, 0.061, 0.045, 0.033, 0.069, 0.078, 0.081, 0.055, 0.081, -0.070, -0.485, -0.045, -0.044, 0.079, 0.067, 0.051, 0.134, 0.073, 0.067, 0.076, 0.092, -0.051, -0.507, -0.046, -0.060, 0.078, 0.079, 0.079, 0.136, 0.075, 0.076, 0.075, 0.075, -0.064, -0.484, -0.037, -0.066, 0.085, 0.093, 0.091, 0.134, 0.085, 0.050, 0.094, 0.111, -0.059, -0.442, -0.037, -0.051, 0.080, 0.082, 0.050, 0.096, 0.054, 0.072, 0.068, 0.096, -0.175, -0.201, -0.064, -0.111, 0.107, 0.126, 0.112, 0.119, 0.092, 0.099, -0.181, -0.202, -0.067, -0.065, 0.133, 0.133, 0.121, 0.137, 0.085, 0.077, -0.246, -0.177, -0.106, -0.069, 0.116, 0.110, 0.112, 0.131, 0.064, 0.021, -0.226, -0.295, -0.037, -0.078, 0.129, 0.114, 0.099, 0.122, 0.082, 0.008, -0.193, -0.228, -0.162, -0.133, 0.154, 0.125, 0.126, 0.151, 0.060, 0.063, -0.255, -0.246, -0.034, -0.048, 0.104, 0.132, 0.132, 0.132, 0.100, 0.135, -0.176, -0.159, -0.126, -0.195, 0.132, 0.141, 0.143, 0.122, 0.131, 0.035]}


[3]
{"formula": "C39H29BBr2F4IMnN3OP", "method": "ωB97M-V with the def2-TZVPD basis set", "spin_multiplicity": 6, "homo_lumo_gap_ev": [4.70, 6.91], "homo_energy_ha": [-0.1103, -0.1996], "s_squared": 8.87, "largest_force_ev_per_a": 1.862, "total_charge": -1, "relative_energy_kj_mol": 0.00, "symbols": ["Mn", "Br", "C", "C", "C", "C", "O", "C", "C", "N", "C", "C", "C", "C", "C", "C", "C", "C", "N", "C", "C", "H", "H", "H", "H", "H", "H", "H", "H", "H", "H", "F", "B", "F", "F", "F", "N", "C", "C", "C", "C", "C", "C", "C", "C", "C", "H", "H", "H", "H", "C", "P", "C", "C", "C", "C", "C", "C", "C", "H", "H", "H", "H", "H", "H", "H", "H", "H", "H", "H", "Br", "C", "C", "C", "C", "C", "C", "I", "H", "H", "H", "H"], "positions_angstrom": [[0.585, 0.112, 0.520], [2.138, 7.352, -0.225], [1.734, 5.492, -0.320], [1.762, 4.863, -1.556], [1.460, 3.516, -1.617], [1.129, 2.779, -0.470], [0.816, 1.525, -0.583], [1.128, 3.445, 0.808], [0.820, 2.781, 2.018], [0.574, 1.486, 2.116], [0.286, 0.869, 3.301], [0.101, 1.495, 4.545], [-0.220, 0.749, 5.664], [-0.383, -0.621, 5.597], [-0.201, -1.300, 4.381], [-0.375, -2.690, 4.223], [-0.152, -3.260, 2.987], [0.244, -2.465, 1.924], [0.389, -1.137, 2.027], [0.156, -0.550, 3.229], [1.439, 4.814, 0.838], [2.025, 5.410, -2.449], [1.479, 2.990, -2.561], [0.822, 3.397, 2.917], [0.182, 2.568, 4.634], [-0.359, 1.259, 6.609], [-0.668, -1.183, 6.473], [-0.693, -3.288, 5.066], [-0.301, -4.318, 2.832], [0.443, -2.900, 0.952], [1.439, 5.331, 1.785], [-1.383, -0.588, -0.063], [-2.479, -1.461, 0.424], [-3.626, -1.124, -0.220], [-2.104, -2.749, 0.136], [-2.566, -1.248, 1.773], [8.221, -5.888, 1.511], [7.405, -5.109, 1.289], [6.396, -4.165, 1.028], [6.715, -2.891, 0.543], [5.719, -1.971, 0.307], [4.378, -2.298, 0.545], [4.066, -3.577, 1.034], [5.057, -4.498, 1.267], [3.322, -1.395, 0.332], [2.332, -0.693, 0.177], [7.749, -2.639, 0.356], [5.959, -0.983, -0.057], [3.031, -3.815, 1.228], [4.814, -5.483, 1.639], [-2.965, 4.473, -0.237], [-2.075, 2.857, 0.040], [-2.960, 2.285, 1.565], [-2.954, 1.932, -1.283], [-4.274, 1.511, -1.209], [-4.838, 0.803, -2.254], [-4.098, 0.526, -3.389], [-2.791, 0.969, -3.484], [-2.222, 1.659, -2.432], [-4.044, 4.330, -0.288], [-2.617, 4.895, -1.179], [-2.722, 5.164, 0.568], [-4.000, 2.604, 1.602], [-2.437, 2.694, 2.431], [-2.909, 1.198, 1.618], [-4.863, 1.715, -0.327], [-5.859, 0.458, -2.176], [-4.535, -0.042, -4.198], [-2.216, 0.769, -4.378], [-1.196, 1.996, -2.489], [0.169, -0.210, -6.635], [-0.646, -1.528, -5.538], [-1.513, -2.421, -6.145], [-2.134, -3.399, -5.389], [-1.874, -3.485, -4.032], [-1.019, -2.582, -3.426], [-0.394, -1.593, -4.172], [0.893, -0.219, -3.209], [-1.694, -2.337, -7.206], [-2.819, -4.083, -5.864], [-2.349, -4.248, -3.434], [-0.852, -2.639, -2.362]], "lowdin_charge": [0.893, 0.672, -0.706, -0.145, -0.022, -0.385, -0.320, -0.185, -0.112, 0.010, -0.216, -0.038, -0.102, -0.069, -0.155, 0.007, -0.044, -0.115, -0.003, -0.128, -0.103, 0.093, 0.091, 0.107, 0.088, 0.099, 0.098, 0.114, 0.109, 0.123, 0.100, 0.004, -1.319, 0.185, 0.146, 0.163, 0.147, -0.209, -0.246, -0.025, -0.017, -0.243, -0.014, -0.023, -0.104, -0.051, 0.117, 0.119, 0.109, 0.118, -0.278, 0.988, -0.265, -0.388, -0.105, -0.095, -0.089, -0.095, -0.129, 0.028, 0.030, 0.025, 0.029, 0.026, 0.025, 0.099, 0.100, 0.096, 0.083, 0.055, 0.682, -0.749, -0.148, -0.089, -0.074, -0.129, -0.701, 1.060, 0.092, 0.100, 0.107, 0.093]}


[4]
{"formula": "H5N4O", "method": "ωB97M-V with the def2-TZVPD basis set", "homo_lumo_gap_ev": 7.34, "homo_energy_ha": -0.0733, "largest_force_ev_per_a": 3.948, "total_charge": -1, "relative_energy_kj_mol": 163.68, "smiles": "NNN(N)[O-]", "symbols": ["N", "N", "N", "N", "O", "H", "H", "H", "H", "H"], "positions_angstrom": [[-1.774, -0.471, 0.097], [-0.589, 0.318, 0.452], [0.706, -0.585, 0.590], [1.788, 0.354, 0.153], [0.650, -1.647, -0.175], [-2.064, -0.779, 1.059], [-1.454, -1.251, -0.417], [-0.249, 0.883, -0.508], [2.388, -0.383, -0.219], [1.541, 0.888, -0.704]], "lowdin_charge": [-0.084, -0.167, -0.445, -0.061, -0.386, 0.055, -0.013, 0.083, 0.018, 0.000]}